Entry 1:
Molecular formula: C15H21IrN6O3SSe
Method: DFT, ωB97M-V/def2-TZVPD

```
48
Properties=species:S:1:pos:R:3:nbo_charge:R:1
Ir 0.53563 -0.07085 -0.29597 1.221
N 0.31558 0.53850 1.68720 -0.736
C -1.00979 0.18704 2.28417 -0.218
C -1.35589 -1.27017 2.04108 -0.550
C -1.83788 -1.56959 0.63231 0.781
O -2.68332 -2.38510 0.39622 -0.542
O -1.29883 -0.84714 -0.36185 -0.773
H 1.04828 0.16524 2.28806 0.398
H 0.42142 1.55175 1.71332 0.413
H -1.74986 0.83974 1.82254 0.214
H -0.98142 0.40926 3.35042 0.229
H -2.14623 -1.58583 2.71959 0.280
H -0.49139 -1.90470 2.26471 0.226
Se 2.45722 -3.33629 0.54393 1.173
N 4.13638 -2.82497 0.48154 -0.521
C 4.18424 -1.52712 0.21107 0.061
C 5.30607 -0.65439 0.04447 -0.082
C 5.03621 0.64903 -0.25124 -0.254
C 3.69628 1.13688 -0.40259 0.156
N 2.64947 0.36465 -0.25351 -0.459
C 2.91748 -0.93346 0.05969 0.276
N 1.84238 -1.68497 0.19941 -0.676
H 6.31760 -1.02366 0.14749 0.272
H 5.84156 1.35684 -0.38705 0.267
H 3.52162 2.17550 -0.65584 0.237
O -0.34707 1.71212 -0.72707 -0.908
S -1.48590 1.72134 -1.81209 1.210
C -2.87485 2.52039 -0.95275 -0.572
C -3.06519 3.90615 -1.57330 -0.417
C -1.68581 4.37310 -2.03185 -0.416
C -1.10485 3.18683 -2.79019 -0.577
H -2.53896 2.57026 0.08333 0.248
H -3.74211 1.86595 -1.01903 0.268
H -3.51436 4.58131 -0.84702 0.256
H -3.74397 3.84323 -2.42499 0.229
H -1.05465 4.61702 -1.17534 0.221
H -1.73887 5.25317 -2.67008 0.257
H -0.02896 3.19402 -2.95664 0.261
H -1.60964 3.02838 -3.74658 0.254
N -0.37180 -1.40757 -2.78488 -0.312
C -0.14128 -1.68877 -4.07062 0.018
C 1.05226 -1.08847 -4.42108 -0.317
C 1.48532 -0.44900 -3.26212 -0.011
N 0.60928 -0.64396 -2.27396 -0.311
H -1.15064 -1.63757 -2.17197 0.470
H -0.83170 -2.28673 -4.64156 0.258
H 1.53875 -1.11264 -5.37958 0.267
H 2.37266 0.13916 -3.09634 0.226
```

The strongest force on any atom is 0.2 eV/Å. The charge is +2. Its multiplicity is 1. The value obtained for the total energy is -109985.504 eV. The calculation puts the lowest unoccupied orbital energy at -0.29137 hartree. The gap between HOMO and LUMO is 7.307 eV. For the HOMO energy, the calculation gives -15.236 eV. As for the energy above the lowest of the compared OMol25 structures with the same formula, charge and spin: 0.000 eV.

Entry 2:
Molecular formula: C9H12N2O
Method: DFT, ωB97M-V/def2-TZVPD

```
24
Properties=species:S:1:pos:R:3:nbo_charge:R:1
C 2.42023 1.11460 -0.62786 -0.199
C 1.08063 0.36054 -0.88080 -0.466
C 0.99576 -0.93420 -0.17829 0.079
C 2.32383 -0.87996 0.73520 -0.227
C -1.30917 -0.70501 0.24761 0.147
C -1.68026 0.28745 1.02648 -0.159
C -2.96599 0.88399 0.77498 -0.269
C -3.72188 0.34989 -0.18806 0.020
C -2.23454 -1.16368 -0.63364 0.123
H 3.02053 1.83807 -1.29059 0.217
H 2.30681 1.64127 0.15438 0.164
H 0.65794 0.37704 -1.84799 0.228
H 0.11063 1.13552 -0.76579 0.209
H 1.38866 -1.52654 -1.13295 0.169
H 1.81908 -0.55491 1.94395 0.103
H 2.43238 -1.94513 1.16632 0.231
H 3.98887 0.13866 0.46414 0.358
H -0.71956 0.78075 1.81181 0.244
H -3.41945 1.90169 1.31640 0.235
H -4.77333 1.06783 -0.22774 0.197
H -1.51085 -2.05536 -1.51388 0.141
N 3.24725 -0.05263 -0.02011 -0.618
N -3.37807 -0.71635 -0.86758 -0.438
O -0.07947 -1.34354 0.53404 -0.489
```

The strongest force on any atom is 8.4 eV/Å. The charge is 0. Its multiplicity is 1. The value obtained for the total energy is -14546.703 eV. The calculation puts the lowest unoccupied orbital energy at 0.02693 hartree. The gap between HOMO and LUMO is 9.524 eV. For the HOMO energy, the calculation gives -8.791 eV. As for the energy above the lowest of the compared OMol25 structures with the same formula, charge and spin: 8.977 eV.

Entry 3:
Molecular formula: C25H40BrCrNOP2
Method: DFT, ωB97M-V/def2-TZVPD

```
71
Properties=species:S:1:pos:R:3:mulliken_spin:R:1
C -7.33117 -1.81001 -1.78055 0.094
C -6.03206 -1.69180 -2.29458 -0.038
C -5.84690 -1.95088 -3.66597 0.096
C -6.96898 -2.29655 -4.44069 0.006
N -8.19331 -2.39927 -3.94079 0.793
C -8.37002 -2.16063 -2.64683 0.005
C -4.91984 -1.38782 -1.45896 0.030
C -3.89681 -1.37448 -0.80673 -0.025
C -2.69626 -1.44966 -0.14896 0.053
C -2.40706 -0.42033 0.73626 0.057
C -1.18530 -0.46341 1.37491 -0.044
C -0.37826 -1.63721 1.14704 0.051
C -0.68381 -2.72208 0.33790 0.094
C -1.81694 -2.50185 -0.45836 0.036
Cr 0.94472 0.20527 1.21533 2.655
P 0.95497 2.50398 1.94429 -0.039
H -4.86386 -1.91670 -4.12246 0.009
H -7.52768 -1.66150 -0.72606 0.009
H -6.86568 -2.49749 -5.50327 0.024
H -9.38584 -2.25534 -2.28543 0.024
H -2.05525 -3.24144 -1.22522 0.001
H -3.13877 0.36046 0.93942 0.006
H -0.14654 -3.69264 0.30864 -0.001
H -1.03922 0.29709 2.16137 -0.022
C 2.61537 2.77601 2.68060 0.027
C 3.43572 3.78849 1.91319 0.008
H 3.09222 1.78281 2.72191 -0.011
H 2.44613 3.07329 3.72401 0.001
H 4.40930 3.90420 2.40154 0.000
H 3.60592 3.45742 0.88394 0.001
H 2.94540 4.76614 1.88516 -0.001
C 0.97160 2.39948 0.10834 0.014
C -0.28876 2.93994 -0.58139 0.014
H 0.99751 1.25257 -0.04265 -0.068
H 1.89669 2.83130 -0.30320 -0.002
H -0.19878 2.75048 -1.65899 -0.002
H -1.19755 2.42047 -0.22296 -0.003
H -0.41754 4.02572 -0.44897 0.000
C -0.19071 3.78636 2.54943 0.008
C 0.30909 5.22428 2.36301 0.001
H -0.37079 3.52509 3.60729 -0.002
H -1.15087 3.63529 2.02857 0.002
H -0.48414 5.92516 2.66238 0.000
H 1.20298 5.42408 2.97194 0.000
H 0.54946 5.41782 1.30640 0.001
Br 0.84105 -2.10492 2.90474 0.098
P 3.16434 -1.66987 -0.89511 0.008
C 3.17956 0.13755 -0.70088 -0.009
C 4.39020 0.73967 -1.45877 0.004
H 3.16301 0.39070 0.38745 0.047
H 2.22886 0.52174 -1.11678 -0.021
H 4.20120 1.79339 -1.71658 0.000
H 5.30288 0.67686 -0.84524 0.000
H 4.56527 0.17750 -2.39412 0.000
C 3.63566 -2.60560 0.62924 0.009
C 4.44469 -3.86856 0.22863 0.001
H 2.84792 -2.75560 1.39239 0.000
H 4.33359 -1.92024 1.13937 0.002
H 4.91737 -4.32815 1.11448 0.000
H 3.86067 -4.63058 -0.31836 0.000
H 5.23827 -3.50165 -0.45411 0.000
C 1.57758 -2.20401 -1.65407 -0.003
C 1.49117 -2.51024 -3.17620 -0.003
H 0.81786 -1.47255 -1.31196 0.008
H 1.33544 -3.11562 -1.07840 -0.002
H 0.54697 -3.04862 -3.34697 0.000
H 1.50865 -1.60755 -3.80450 0.000
H 2.30602 -3.15938 -3.52370 0.001
O -0.13827 0.69520 4.66617 -0.001
H 0.70146 0.28229 4.99167 0.001
H -0.78982 0.14615 5.13184 0.000
```

The strongest force on any atom is 4.4 eV/Å. The charge is +2. Its multiplicity is 5. The value obtained for the total energy is -147128.971 eV. The calculation puts the lowest unoccupied orbital energy (alpha / beta) at -0.24929 / -0.38010 hartree. The gap between HOMO and LUMO (alpha / beta) is 4.764 / 1.226 eV. For the HOMO energy (alpha / beta), the calculation gives -11.547 / -11.569 eV. As for the expectation value of S²: 6.084. As for the energy above the lowest of the compared OMol25 structures with the same formula, charge and spin: 7.184 eV.